Entry 1:
49
Properties=species:S:1:pos:R:3 method="wB97M-V/def2-TZVPD" charge=+1 smiles="C#CCc1c(C(=O)OC)c(P(C)C)c(C[C@@H](C)F)[n+](CC)c1[PH2]=O" e_homo_ev=-11.0 orbital_gap_ev=6.35
C 4.37 -1.38 -2.59
C 3.69 -0.36 -2.59
C 2.63 0.81 -2.53
C 1.48 0.35 -1.54
C 1.50 0.81 -0.11
C 2.65 1.74 0.44
O 3.77 1.28 0.49
O 2.31 3.02 0.88
C 1.79 3.86 -0.19
C 0.40 0.38 0.85
P 0.52 1.05 2.60
C -1.15 1.50 3.33
C 1.54 -0.05 3.73
C -0.67 -0.55 0.30
C -1.79 -1.05 1.30
C -3.18 -0.32 0.98
C -4.00 0.15 2.25
F -2.89 0.74 0.05
N -0.68 -0.97 -1.05
C -1.74 -1.85 -1.62
C -1.13 -3.34 -1.72
C 0.34 -0.54 -1.96
P 0.38 -1.05 -3.79
O 0.21 0.25 -4.57
H 4.92 -2.28 -2.97
H 2.23 1.07 -3.55
H 3.20 1.71 -2.14
H 2.59 4.60 -0.47
H 0.84 4.35 0.20
H 1.50 3.30 -1.13
H -1.02 2.26 4.17
H -1.63 0.59 3.81
H -1.78 1.99 2.53
H 2.42 0.58 4.09
H 0.98 -0.35 4.68
H 2.01 -0.95 3.21
H -1.48 -1.03 2.38
H -1.95 -2.15 1.04
H -3.85 -1.05 0.41
H -5.09 -0.16 2.24
H -4.00 1.29 2.25
H -3.54 -0.20 3.22
H -2.65 -1.94 -0.98
H -2.11 -1.48 -2.64
H -0.67 -3.58 -0.71
H -1.96 -4.06 -1.95
H -0.29 -3.42 -2.47
H 1.66 -1.66 -4.03
H -0.68 -1.93 -4.16

=====

Entry 2:
160
Properties=species:S:1:pos:R:3 method="wB97M-V/def2-TZVPD" charge=0 e_homo_ev=-8.6 orbital_gap_ev=8.64
C -5.99 -5.32 1.20
O -5.84 -4.53 2.34
H -7.01 -5.71 1.17
H -5.76 -4.81 0.26
H -5.27 -6.14 1.22
H -6.28 -3.68 2.22
C 5.48 0.68 -5.17
O 5.29 -0.56 -4.50
H 6.18 0.54 -5.99
H 4.65 1.21 -5.64
H 5.83 1.44 -4.46
H 4.84 -0.31 -3.68
C -3.71 -4.33 6.55
O -3.07 -4.39 5.28
H -3.13 -4.16 7.45
H -4.47 -3.55 6.59
H -4.25 -5.27 6.66
H -3.74 -4.37 4.60
C 4.79 7.21 2.06
O 5.63 7.70 1.04
H 4.42 6.21 1.83
H 5.38 7.06 2.97
H 3.94 7.88 2.25
H 6.25 6.99 0.87
C -4.80 0.28 -5.30
O -4.15 -0.21 -4.13
H -4.25 0.78 -6.09
H -5.34 -0.52 -5.79
H -5.52 1.03 -4.98
H -4.81 -0.21 -3.43
C -0.85 6.56 0.88
O 0.16 5.97 1.64
H -0.39 7.08 0.05
H -1.62 5.96 0.39
H -1.40 7.29 1.47
H -0.18 5.91 2.53
C -6.81 -0.40 4.64
O -6.15 -0.62 3.37
H -7.74 0.12 4.43
H -7.08 -1.35 5.11
H -6.26 0.22 5.34
H -5.79 0.19 3.01
C 8.41 4.76 -1.76
O 8.87 5.46 -0.57
H 7.52 5.24 -2.18
H 9.18 4.75 -2.54
H 8.16 3.72 -1.52
H 9.59 4.89 -0.29
C -1.09 -3.82 -2.74
O -1.23 -3.28 -4.06
H -1.94 -3.77 -2.05
H -0.80 -4.87 -2.74
H -0.28 -3.29 -2.24
H -1.87 -2.58 -3.92
C 1.32 3.69 -10.92
O 0.60 3.31 -9.76
C 1.32 2.30 -9.06
C 0.79 2.04 -7.63
N 0.89 3.29 -6.82
C 0.27 3.16 -5.52
C 0.05 4.50 -4.76
O -0.42 5.51 -5.71
C -0.66 6.80 -5.15
H 2.33 4.05 -10.76
H 0.75 4.42 -11.50
H 1.40 2.80 -11.55
H 2.37 2.57 -8.99
H 1.18 1.36 -9.59
H 1.43 1.34 -7.09
H -0.28 1.80 -7.69
H 0.42 3.98 -7.39
H 0.82 2.54 -4.81
H -0.66 2.60 -5.64
H 1.01 4.87 -4.43
H -0.65 4.45 -3.93
H -0.92 7.53 -5.91
H 0.22 7.13 -4.59
H -1.47 6.77 -4.43
C 5.05 -4.47 -0.24
O 5.70 -3.37 0.30
C 7.09 -3.49 0.50
C 7.51 -2.25 1.27
N 6.79 -2.03 2.52
C 7.16 -0.82 3.17
C 6.28 -0.58 4.44
O 4.98 -0.19 3.99
C 4.08 0.12 5.08
H 3.97 -4.43 -0.08
H 5.43 -5.42 0.13
H 5.14 -4.51 -1.32
H 7.59 -3.71 -0.45
H 7.21 -4.39 1.09
H 7.24 -1.40 0.63
H 8.58 -2.11 1.38
H 5.82 -2.11 2.25
H 6.92 0.03 2.53
H 8.22 -0.80 3.44
H 6.67 0.23 5.06
H 6.13 -1.46 5.07
H 3.17 0.60 4.72
H 4.44 0.83 5.82
H 3.74 -0.81 5.55
C -4.74 2.74 2.20
O -5.63 2.06 1.34
C -5.67 2.45 -0.09
C -6.87 1.63 -0.68
N -6.71 0.19 -0.73
C -7.82 -0.60 -1.37
C -9.04 -0.85 -0.40
O -8.57 -1.64 0.67
C -9.53 -1.80 1.69
H -4.89 3.82 2.16
H -3.68 2.52 2.02
H -4.79 2.25 3.18
H -4.73 2.14 -0.54
H -5.74 3.51 -0.34
H -7.16 1.95 -1.69
H -7.69 1.99 -0.05
H -6.60 -0.19 0.20
H -7.38 -1.54 -1.69
H -8.08 -0.11 -2.31
H -9.84 -1.41 -0.90
H -9.56 0.05 -0.07
H -9.19 -2.54 2.41
H -10.37 -2.31 1.22
H -9.75 -0.87 2.22
C 3.05 1.64 0.16
C 2.21 0.38 0.25
C 0.66 0.53 0.38
O 0.11 -0.83 0.51
C -1.32 -0.94 0.57
N 2.55 -0.51 -0.84
H 4.13 1.48 0.18
H 2.76 2.36 0.92
H 2.82 2.04 -0.83
H 2.55 -0.18 1.12
H 0.18 1.08 -0.43
H 0.40 1.09 1.28
H -1.82 -0.29 1.29
H -1.62 -1.93 0.92
H -1.68 -0.78 -0.45
H 1.69 -1.01 -0.99
H 3.11 -1.24 -0.43
C 2.06 -7.09 7.38
C 0.93 -6.06 7.12
C 1.31 -5.00 6.04
O 1.55 -5.57 4.74
C 1.59 -4.57 3.73
N -0.29 -6.75 6.71
H 3.03 -6.61 7.39
H 2.12 -7.95 6.71
H 2.04 -7.58 8.36
H 0.69 -5.48 8.01
H 2.19 -4.45 6.39
H 0.51 -4.26 6.07
H 2.61 -4.20 3.62
H 0.89 -3.76 3.90
H 1.37 -5.02 2.76
H -0.92 -6.06 6.32
H -0.18 -7.29 5.87

=====

Entry 3:
54
Properties=species:S:1:pos:R:3 method="wB97M-V/def2-TZVPD" s2=0.75 charge=+1 e_homo_ev="-11.5 / -11.5" de_lowest_kcal_mol=46.4 multiplicity=2 orbital_gap_ev="7.88 / 4.28"
C 0.28 -2.72 -2.04
C 0.13 -1.19 -1.80
C 0.93 -0.35 -2.77
C 0.32 -0.08 -4.14
C -0.99 0.70 -3.86
C -2.00 -0.09 -3.00
N -1.30 -0.69 -1.83
O -2.16 -0.96 -0.80
C -3.04 0.99 -2.62
C -2.76 -1.20 -3.86
C 0.75 -0.87 -0.38
H 1.24 -3.23 -1.90
H -0.13 -2.98 -3.01
H -0.42 -3.04 -1.27
H 1.21 0.63 -2.39
H 1.82 -0.84 -3.17
H 0.04 -0.98 -4.68
H 0.99 0.52 -4.76
H -1.57 0.77 -4.79
H -0.87 1.73 -3.53
H -2.69 1.84 -2.03
H -3.46 1.29 -3.58
H -3.91 0.53 -2.14
H -3.38 -0.89 -4.70
H -2.21 -2.13 -4.04
H -3.44 -1.66 -3.14
H 1.72 -1.34 -0.23
H 0.29 -1.25 0.53
H 0.93 0.20 -0.22
H -2.33 -0.07 -0.48
O 1.34 0.70 2.92
H 1.76 -0.14 2.72
H 1.04 1.02 2.07
O 0.77 -1.36 4.82
H -0.14 -1.24 4.56
H 0.85 -2.30 4.99
O -1.23 0.54 4.88
H -2.15 0.72 5.06
H -1.20 0.35 3.94
O 3.90 -0.18 4.73
H 4.83 -0.32 4.89
H 3.64 -0.94 4.20
O -0.07 3.29 4.67
H -0.55 4.12 4.63
H -0.22 2.89 3.81
O -0.84 2.64 2.31
H -0.47 3.24 1.67
H -1.45 2.10 1.80
O 1.95 3.17 0.59
H 2.64 2.51 0.66
H 1.34 2.80 -0.06
O 3.21 -1.83 2.48
H 2.98 -2.72 2.21
H 4.08 -1.68 2.11

=====

Entry 4:
12
Properties=species:S:1:pos:R:3 method="wB97M-V/def2-TZVPD" charge=0 smiles=Cc1c[nH]nc1Cl e_homo_ev=-9.3 de_lowest_kcal_mol=28.3 orbital_gap_ev=10.16
C 0.10 0.66 -1.09
C -0.22 -0.16 -0.02
C 0.79 0.20 0.91
C -1.24 -1.22 0.25
N 1.61 1.08 0.48
N 1.19 1.41 -0.75
Cl 1.01 -0.48 2.48
H -0.31 0.70 -2.05
H -1.77 -1.10 1.15
H -2.01 -1.16 -0.40
H -0.60 -2.10 0.34
H 1.45 2.16 -1.30

=====

Entry 5:
62
Properties=species:S:1:pos:R:3 method="wB97M-V/def2-TZVPD" charge=0 e_homo_ev=-5.9 de_lowest_kcal_mol=3.7 orbital_gap_ev=6.53
C -2.05 -2.39 0.67
C -0.73 -1.95 0.05
C 0.33 -3.02 -0.07
N -0.10 -0.91 0.86
N 1.00 -1.21 1.53
N 1.21 -0.13 2.32
C 2.48 -0.15 3.11
C 3.65 -0.08 2.15
C 2.45 -1.41 3.96
C 0.29 0.84 2.15
C 0.13 1.94 3.20
C -1.23 2.60 2.96
C 1.24 2.99 3.13
C 0.10 1.35 4.62
C -0.59 0.36 1.12
C -1.63 0.84 0.33
H -2.47 -3.21 0.08
H -1.89 -2.75 1.69
H -2.76 -1.57 0.71
H -0.93 -1.49 -0.92
H -0.04 -3.89 -0.62
H 1.21 -2.62 -0.60
H 0.68 -3.33 0.91
H 2.46 0.75 3.74
H 4.59 -0.23 2.69
H 3.56 -0.85 1.37
H 3.68 0.90 1.67
H 3.43 -1.59 4.41
H 1.72 -1.33 4.77
H 2.18 -2.28 3.34
H -2.02 1.85 3.07
H -1.39 3.40 3.69
H -1.27 3.02 1.95
H 2.24 2.57 3.29
H 1.22 3.49 2.15
H 1.08 3.75 3.91
H 1.03 0.84 4.90
H -0.04 2.18 5.33
H -0.73 0.65 4.73
H -1.90 1.89 0.43
H -2.21 0.14 -0.25
C -1.10 1.93 -2.89
N -1.68 0.70 -3.43
C -0.89 -0.39 -3.74
C -1.33 -1.31 -4.70
C -0.48 -2.35 -5.09
C 0.78 -2.48 -4.48
C 1.19 -1.58 -3.48
C 0.33 -0.56 -3.06
S -3.19 0.91 -4.18
C -2.57 1.71 -5.70
F -3.62 1.77 -6.56
F -2.11 2.97 -5.44
F -1.56 1.03 -6.32
H -0.95 1.78 -1.81
H -0.13 2.16 -3.38
H -1.81 2.75 -3.05
H -2.27 -1.19 -5.23
H -0.81 -3.06 -5.86
H 1.45 -3.26 -4.83
H 2.18 -1.65 -3.04
H 0.59 0.12 -2.25

=====

Entry 6:
8
Properties=species:S:1:pos:R:3 method="wB97M-V/def2-TZVPD" charge=0 e_homo_ev="-8.7 / -9.1" de_lowest_kcal_mol=81.4 orbital_gap_ev="8.13 / 7.73"
C -2.12 -0.08 -0.78
C 1.53 0.14 0.33
F -2.84 0.19 0.32
Cl -0.59 0.66 -0.75
Br 1.10 -1.12 1.66
Br 2.59 -0.43 -1.01
Br 2.28 1.76 1.26
H -1.96 -1.12 -1.02

=====

Entry 7:
10
Properties=species:S:1:pos:R:3 method="wB97M-V/def2-TZVPD" s2=2.03 charge=0 e_homo_ev="-5.6 / -10.1" de_lowest_kcal_mol=73.2 multiplicity=3 orbital_gap_ev="5.22 / 7.59"
C -0.94 0.61 -0.21
C -0.28 -0.73 0.27
N -0.06 1.68 -0.09
N 1.33 -0.29 0.15
P 1.47 1.39 0.03
Cl 2.65 -1.40 -0.13
H -1.21 0.54 -1.29
H -1.83 0.80 0.49
H -0.53 -1.15 1.27
H -0.60 -1.45 -0.49

=====

Entry 8:
66
Properties=species:S:1:pos:R:3 method="wB97M-V/def2-TZVPD" charge=-1 e_homo_ev=-3.3 orbital_gap_ev=5.51
C 3.73 -2.26 3.45
C 3.17 -2.47 2.07
C 3.94 -3.06 1.07
C 3.39 -3.22 -0.20
C 2.10 -2.79 -0.52
C 1.60 -3.01 -1.93
C 1.68 -1.75 -2.80
C 0.20 -3.66 -1.98
C 1.34 -2.17 0.47
O 0.10 -1.76 0.14
C -0.43 -0.60 0.82
B -1.28 0.52 -0.10
C -0.16 1.64 -0.55
C -0.65 2.96 -1.10
C -1.80 3.09 -1.88
C -2.26 4.31 -2.35
C -1.57 5.48 -2.06
C -0.41 5.38 -1.29
C 0.06 4.15 -0.82
C 1.33 4.14 -0.01
C -2.42 1.08 0.93
C -1.87 2.01 2.00
F -3.47 1.80 0.30
P -2.05 -0.45 -1.65
C -1.47 0.20 -3.29
C -3.89 -0.41 -1.69
C 1.88 -2.05 1.76
H 2.99 -1.80 4.10
H 4.55 -1.55 3.38
H 4.14 -3.17 3.88
H 4.95 -3.40 1.28
H 3.98 -3.70 -0.96
H 2.27 -3.74 -2.37
H 1.44 -0.85 -2.23
H 2.67 -1.67 -3.24
H 0.99 -1.86 -3.63
H 0.15 -4.39 -1.18
H 0.06 -4.17 -2.93
H -0.57 -2.92 -1.80
H -1.11 -0.98 1.60
H 0.37 -0.07 1.35
H 0.55 1.16 -1.23
H 0.41 1.88 0.34
H -2.40 2.21 -2.09
H -3.18 4.36 -2.93
H -1.89 6.46 -2.38
H 0.14 6.28 -1.05
H 1.84 5.10 -0.11
H 2.01 3.34 -0.28
H 1.09 4.03 1.05
H -2.91 0.27 1.47
H -1.36 2.86 1.55
H -2.72 2.43 2.55
H -1.20 1.49 2.67
H -1.34 -0.62 -3.99
H -2.23 0.85 -3.74
H -0.56 0.78 -3.23
H -4.35 0.57 -1.82
H -4.24 -0.88 -0.78
H -4.23 -1.03 -2.52
H 1.28 -1.60 2.53
C -0.57 -2.61 5.58
Cl -0.58 -1.25 4.46
Cl 0.60 -3.83 5.10
Cl -0.26 -2.06 7.24
H -1.55 -3.06 5.57

=====

Entry 9:
9
Properties=species:S:1:pos:R:3 method="wB97M-V/def2-TZVPD" s2=2.02 charge=0 e_homo_ev="-7.9 / -11.5" de_lowest_kcal_mol=36.9 multiplicity=3 orbital_gap_ev="8.41 / 7.43"
C 1.36 1.52 0.11
C 2.74 -0.68 0.04
C 0.35 0.51 0.63
N 2.06 2.38 -0.25
N 3.80 -1.12 -0.08
N -0.48 0.16 -0.42
H 0.35 0.08 1.57
H -0.35 0.55 -1.39
H -0.98 -0.74 -0.35

=====

Entry 10:
25
Properties=species:S:1:pos:R:3 method="wB97M-V/def2-TZVPD" charge=0 e_homo_ev="-9.1 / -9.1" de_lowest_kcal_mol=196.5 orbital_gap_ev="8.68 / 8.68"
C 1.81 0.34 1.60
C 1.44 -0.23 2.70
C 1.13 0.44 0.20
C -0.57 -1.77 -1.56
C -1.08 -0.54 -1.55
C -0.20 1.14 0.27
C -1.75 -0.85 0.80
C -1.34 0.15 -0.22
C 3.19 0.96 1.66
C -1.64 0.24 -2.64
O 1.59 -0.08 -0.78
O -0.99 -2.07 3.03
S -0.59 -1.09 2.04
H -0.39 -2.14 -2.55
H -0.14 -2.30 -0.61
H -0.31 1.50 1.20
H 0.01 1.98 -0.34
H -2.80 -1.25 0.77
H -2.30 0.74 -0.11
H 3.76 0.17 1.10
H 3.56 1.06 2.78
H 3.00 1.97 1.29
H -1.35 -0.16 -3.71
H -2.71 0.43 -2.63
H -1.32 1.37 -2.73